Molecular formula: C48H103N2O28P3S6
Method: DFT, wB97M-V/def2-TZVPD

Summary:
Highest occupied orbital energy   -4.277 eV
Energy   -7519.95849 hartree
ΔE to the lowest compared entry with this formula, charge and spin   260.30 kcal/mol
LUMO level   -0.05203 hartree
Gap between HOMO and LUMO   2.9 eV
Spin multiplicity   1

Element x y z (Å)
N  3.08124  0.43953  7.41905
H  2.71669  0.66123  6.50360
H  2.98077  -0.52655  7.69596
H  2.70161  1.07659  8.10472
H  4.07250  0.63314  7.41610
N  -6.19594  3.19393  -3.59270
H  -6.73668  4.03814  -3.47016
H  -6.22530  2.81131  -4.52696
H  -6.41907  2.61504  -2.79570
H  -5.21219  3.35724  -3.43250
C  -0.50487  1.92119  0.78538
C  -1.71881  1.81320  0.09736
C  -2.82453  0.69690  0.59032
O  -3.87647  0.58805  -0.05852
C  -2.39668  -0.11845  1.72440
C  -1.22987  0.12222  2.42620
C  -0.24902  1.14510  1.93186
O  0.76463  1.51807  2.63403
O  -1.02736  -0.68811  3.43478
O  -1.98061  2.56398  -0.84378
H  0.19899  2.70395  0.54398
H  -3.09979  -0.85733  2.07954
C  2.89606  -8.09813  5.86656
C  3.42577  -8.66619  7.21219
C  3.76147  -7.51854  8.12920
S  2.29745  -6.38016  7.91164
O  2.70742  -5.01702  8.03927
O  1.21577  -6.88089  8.78653
C  2.02427  -6.85278  6.13913
H  2.26548  -8.81334  5.33839
H  3.67898  -7.78313  5.17670
H  4.15649  -9.41007  6.89470
H  2.64996  -9.23477  7.72497
H  4.61455  -7.04397  7.64428
H  3.92811  -7.71742  9.18787
H  2.27603  -5.96624  5.55709
H  0.95293  -6.97180  5.97735
C  3.88689  4.73625  -3.71977
C  5.18572  5.07523  -4.60561
C  4.77580  5.81335  -5.95866
S  3.23004  4.95398  -6.38180
O  3.40617  3.94713  -7.43297
O  2.12643  5.89384  -6.47052
C  2.99649  4.09587  -4.80205
H  3.39628  5.62934  -3.33273
H  4.15848  4.14640  -2.84432
H  5.54775  4.10540  -4.94687
H  5.98634  5.44937  -3.96755
H  5.41957  5.93567  -6.82971
H  4.56664  6.87479  -5.82563
H  3.30112  3.05300  -4.88994
H  1.91001  4.05497  -4.72478
C  5.39545  -1.15837  -0.61559
C  4.27322  -2.16816  -0.99206
C  4.14522  -3.25103  0.04749
S  5.56303  -3.22508  1.15307
O  6.19189  -4.52076  1.11327
O  5.12765  -2.62461  2.42740
C  6.51685  -2.01129  0.03186
H  5.14615  -0.43053  0.15655
H  5.78507  -0.60140  -1.46769
H  4.41814  -2.71279  -1.92505
H  3.33463  -1.61427  -1.01112
H  4.36177  -4.17465  -0.48930
H  3.26631  -3.28838  0.69108
H  7.13661  -2.58961  -0.65337
H  7.12451  -1.39768  0.69694
C  -0.57365  9.04650  -0.91298
C  -1.62561  8.62292  0.14968
C  -3.06310  8.62165  -0.50054
S  -2.79499  8.90457  -2.32098
O  -2.94970  10.33628  -2.58208
O  -3.55483  7.90954  -3.09404
C  -1.03361  8.48141  -2.28589
H  0.37729  8.61668  -0.59825
H  -0.39151  10.11908  -0.84575
H  -1.51396  9.32314  0.97753
H  -1.29296  7.74453  0.70274
H  -3.70859  9.41117  -0.11569
H  -3.43097  7.59879  -0.41984
H  -0.54949  8.92566  -3.15559
H  -0.95588  7.39620  -2.35200
C  -10.60624  1.50884  1.03493
C  -10.06348  1.65422  2.50692
C  -11.21638  1.51718  3.44487
S  -12.69720  2.34450  2.62048
O  -12.75884  3.73475  3.14218
O  -13.88946  1.57118  2.59469
C  -11.88185  2.43651  0.93942
H  -10.76209  0.44125  0.87986
H  -9.76886  1.80017  0.40090
H  -9.62894  2.64243  2.65762
H  -9.28016  0.90309  2.60852
H  -11.11245  1.72404  4.51000
H  -11.57070  0.48856  3.37782
H  -11.68386  3.50090  0.81302
H  -12.56461  2.23059  0.11506
C  -4.44483  3.85815  5.45449
C  -4.71076  2.60288  6.31413
C  -3.71164  2.44453  7.45674
S  -2.61637  4.03130  7.45709
O  -1.20528  3.74879  7.57492
O  -3.20217  5.09363  8.29010
C  -3.03349  4.39038  5.73048
H  -5.10325  4.67200  5.75821
H  -4.60973  3.68051  4.39178
H  -4.53639  1.72883  5.68666
H  -5.74417  2.59537  6.66071
H  -3.04755  1.62142  7.19291
H  -3.81346  2.13075  8.49563
H  -2.28183  3.71337  5.32457
H  -2.85287  5.45835  5.60828
C  10.48209  -1.81979  6.92296
C  10.27102  -0.55368  7.75837
O  10.47286  0.42016  6.76881
P  9.48522  1.73472  6.73943
O  8.11606  1.60159  7.32867
O  9.57629  2.01712  5.17147
C  8.66411  2.95339  4.62620
C  9.22204  3.34207  3.24117
O  10.49429  2.84730  7.35110
C  10.51255  3.04648  8.77606
C  11.86047  2.57146  9.31386
H  11.39270  -1.80000  6.32424
H  10.66180  -2.65920  7.59466
H  9.58733  -2.04494  6.34261
H  9.34309  -0.52883  8.32969
H  11.05147  -0.47397  8.51510
H  7.70318  2.46024  4.47952
H  8.39017  3.74263  5.32632
H  10.28083  3.60055  3.22504
H  9.05248  2.52426  2.54082
H  8.69081  4.22118  2.87634
H  10.39814  4.12430  8.89143
H  9.69249  2.58964  9.33004
H  12.60868  3.11593  8.73781
H  11.87980  2.86349  10.36383
H  12.02125  1.53572  9.01465
C  -6.01791  -8.64055  -3.66574
C  -4.78965  -8.30131  -4.50807
O  -3.64834  -8.76266  -3.84356
P  -2.17608  -7.99769  -4.04725
O  -1.05330  -8.68850  -3.26924
O  -2.07042  -7.93024  -5.64705
C  -0.84135  -7.41661  -6.21991
C  0.16383  -8.50932  -6.69566
O  -2.55161  -6.52002  -3.56840
C  -2.79362  -6.08014  -2.27334
C  -4.23332  -6.21428  -1.85662
H  -5.85701  -9.53097  -3.05801
H  -6.26876  -7.82263  -2.99032
H  -6.94041  -8.67018  -4.24560
H  -4.89463  -8.81621  -5.46304
H  -4.80161  -7.22632  -4.68791
H  -1.06030  -6.71625  -7.02593
H  -0.37257  -6.78158  -5.46819
H  0.28148  -9.26524  -5.91924
H  -0.17250  -9.05237  -7.57888
H  1.15949  -8.11091  -6.89068
H  -2.03488  -6.48336  -1.60267
H  -2.50720  -5.02850  -2.28351
H  -4.88298  -5.83773  -2.64672
H  -4.46901  -7.24175  -1.57938
H  -4.40148  -5.61084  -0.96460
C  -4.22667  -3.53426  -10.14859
C  -4.15960  -2.06434  -10.52521
O  -4.85639  -1.23303  -9.57478
P  -4.12163  0.08980  -9.05993
O  -4.98435  0.85680  -8.11934
O  -2.70395  -0.41792  -8.49390
C  -2.56672  -0.95364  -7.21718
C  -1.14421  -1.30445  -6.89392
O  -3.65061  0.94502  -10.35451
C  -2.70676  1.97903  -10.19513
C  -2.89989  2.92814  -11.35631
H  -5.28387  -3.78930  -10.22197
H  -3.55977  -4.22170  -10.66895
H  -4.04808  -3.76968  -9.09940
H  -3.17691  -1.68750  -10.80877
H  -4.78549  -2.02380  -11.41669
H  -2.85344  -0.16975  -6.51617
H  -3.21812  -1.81848  -7.09130
H  -0.55900  -0.41812  -6.64891
H  -1.21730  -2.01615  -6.07157
H  -0.53692  -1.78681  -7.65983
H  -2.91703  2.57594  -9.30768
H  -1.71316  1.55612  -10.04682
H  -3.72386  3.56323  -11.03102
H  -1.90825  3.37900  -11.39455
H  -3.04484  2.48368  -12.34097

Atomic forces in eV per Å
0.819 0.481 0.327
-0.565 -0.200 -0.707
-0.543 -0.507 -0.092
-0.644 0.120 0.338
0.712 0.072 -0.250
0.820 0.343 0.728
-0.018 0.575 -0.389
-0.721 -0.624 -0.256
-0.483 -1.189 -0.051
0.890 0.713 0.199
-0.846 -1.469 0.416
-0.318 -0.568 0.456
1.679 -0.066 0.461
0.080 0.109 0.214
-1.638 1.971 -2.391
-0.270 -3.793 2.300
2.480 2.965 1.285
-1.153 -1.591 -0.226
0.785 2.420 -1.483
-1.071 0.454 -1.095
0.002 0.038 -0.096
0.066 -0.170 0.127
-0.997 0.807 0.238
-1.224 -0.885 -0.569
0.127 0.629 -1.140
-0.602 -2.436 0.834
0.178 0.858 -0.067
1.491 0.629 -1.530
-0.206 0.616 0.656
0.255 -0.213 0.098
0.299 -0.250 0.257
0.659 0.336 0.753
-0.310 -0.184 -0.310
0.113 0.641 0.534
-0.145 -0.032 -0.201
0.359 -0.071 0.090
0.021 -0.346 0.347
0.356 1.293 -1.971
-0.620 -0.598 -0.237
-0.259 0.594 1.287
-0.595 -0.943 -0.098
0.155 1.316 0.961
0.753 -0.125 -0.274
0.095 -0.971 0.388
0.220 0.246 -0.083
-0.148 -0.414 -0.416
0.118 -0.224 0.112
-0.072 0.722 -0.480
0.462 -1.284 0.163
-0.713 -0.047 0.619
0.166 0.022 -0.486
0.040 0.397 0.540
1.067 -1.356 0.329
-0.749 1.373 0.475
0.813 -1.065 0.392
-0.587 1.676 -0.300
0.326 0.010 0.435
1.123 -0.581 -1.547
-0.669 0.131 1.143
-0.728 -0.073 -0.188
-0.107 -0.126 -0.086
0.257 0.747 -0.255
-0.051 -0.069 -0.450
-0.700 -0.380 0.448
-0.062 0.057 -0.341
-0.176 -0.120 0.095
0.201 -0.194 -0.060
0.132 -0.938 0.227
0.151 1.148 0.090
1.693 -0.590 -0.123
-0.594 -0.249 0.354
0.154 -1.381 0.082
0.792 1.257 0.756
-0.015 0.875 0.526
0.083 -0.209 -0.319
-0.437 0.066 -0.681
-0.583 0.553 -0.167
-0.596 -0.778 -0.830
-0.076 -0.298 -0.150
-0.580 0.320 -0.017
-0.114 0.083 0.059
-0.059 0.012 0.187
-0.052 1.171 1.325
0.090 0.699 -1.016
-1.948 -1.499 -0.511
2.430 3.474 0.469
0.014 -2.187 -0.868
-0.532 -0.948 0.087
0.465 -0.744 0.240
-0.599 0.140 -0.246
-0.366 0.194 -0.349
0.252 0.032 -0.224
-0.095 0.035 0.491
-0.031 0.628 -0.311
0.040 -0.348 0.215
0.578 -0.067 0.335
-0.224 -0.595 0.378
0.339 1.163 0.811
-0.300 -0.406 0.213
2.553 0.505 0.220
-2.272 0.359 -0.080
-0.120 -0.201 0.248
0.525 -1.418 -0.516
0.565 -1.243 0.765
-0.340 -0.129 -0.027
0.146 -0.136 0.120
-0.350 0.014 -0.042
0.043 -0.013 -0.062
0.607 0.361 -0.545
-1.438 0.780 0.133
0.163 0.491 -0.938
0.030 -0.245 -0.376
-0.276 -1.017 1.502
1.235 -1.815 -0.428
-2.079 2.903 -0.027
1.251 -0.919 -0.207
1.819 0.242 -0.511
0.178 -0.375 1.610
-0.542 0.049 -1.357
-0.538 0.465 0.487
-1.787 -0.686 -0.349
0.597 0.452 0.257
-0.598 0.873 -1.149
-0.270 0.541 -0.183
-0.277 -0.282 0.125
0.234 0.085 -0.237
-0.383 0.211 -0.603
0.266 0.113 0.000
-0.042 -0.270 -0.147
0.746 0.469 -0.087
-0.017 -0.141 0.376
0.062 0.007 0.069
-0.136 -0.043 -0.099
0.093 0.013 0.227
-0.243 -0.287 -0.469
0.233 0.191 0.336
0.458 -0.629 0.058
-0.094 -0.177 0.810
-0.310 0.775 0.424
-1.646 -0.194 -0.375
2.968 0.574 0.021
-0.208 -2.380 2.437
-2.810 1.899 -2.224
0.266 0.193 0.596
1.304 0.032 -0.017
-0.892 -0.098 0.599
0.738 -0.977 -2.702
0.780 1.276 1.321
0.180 -0.242 0.564
-0.155 -0.114 -0.293
0.432 -0.004 0.361
0.190 -0.617 -0.388
0.284 0.048 -0.181
0.412 0.079 -0.072
-0.549 -0.323 -0.122
0.246 -0.152 0.144
-0.029 0.114 0.189
-0.160 0.249 -0.101
-0.175 0.325 -0.029
-0.383 -0.622 0.275
-0.274 0.226 -0.150
-0.048 -0.144 0.026
-0.174 0.005 -0.280
0.024 0.100 -0.011
-0.487 -0.114 1.404
-0.460 -0.651 -1.144
0.915 0.793 0.042
-0.388 1.045 0.599
1.026 -0.922 -0.736
-0.549 0.841 -2.020
-0.050 0.032 1.163
0.645 -0.237 -0.034
-1.210 -2.357 1.127
0.002 0.379 0.016
1.106 -0.260 0.523
0.089 -0.516 -0.498
-0.278 0.348 -0.569
0.436 0.553 0.281
0.052 0.038 0.473
0.243 0.407 -0.263
-0.355 -0.213 0.268
-0.115 -0.050 -0.044
-0.148 -0.029 0.421
0.432 0.284 0.315
-0.554 -0.231 -0.413
-0.076 -0.217 0.327
0.075 -0.054 -0.429
0.254 0.408 -0.740
-0.339 1.067 -0.225
-0.288 -0.280 0.285